Molecular formula: C4H12S
Method: DFT, the ωB97M-V functional and the def2-TZVPD basis

Its charge is -1. For the relative energy (zero: lowest compared OMol25 entry of this formula, charge and spin), the calculation gives 15.6 kcal per mole. The multiplicity is 2. Its expectation value of S² is 0.750. For the maximum force, the calculation gives 3.01 eV/Å.

XYZ file:
```
17
Properties=species:S:1:pos:R:3:lowdin_charge:R:1
S -0.19 3.99 0.12 0.30
C 0.60 -3.08 0.78 -0.35
C -0.68 4.14 -1.67 -0.49
C 0.41 2.23 -0.11 -0.52
C -0.31 -4.13 1.24 -0.27
H -0.36 1.46 -0.12 -0.02
H -0.99 5.23 -1.87 0.03
H -0.22 -4.30 2.32 0.06
H 0.51 -2.77 -0.29 0.05
H 1.07 2.30 -1.01 0.00
H -0.21 -5.08 0.65 0.06
H 0.11 3.83 -2.46 0.05
H -1.58 3.51 -1.67 0.00
H 1.03 1.98 0.80 -0.01
H 1.60 -3.40 1.01 0.03
H 0.59 -2.11 1.32 0.04
H -1.37 -3.81 0.97 0.07
```

***

Molecular formula: C4H12S
Method: DFT, the ωB97M-V functional and the def2-TZVPD basis

For the relative energy (zero: lowest compared OMol25 entry of this formula, charge and spin), the calculation gives 19.4 kcal per mole. As for the SMILES: CSC.CC. For the maximum force, the calculation gives 2.56 eV/Å.

XYZ file:
```
17
Properties=species:S:1:pos:R:3:lowdin_charge:R:1
S 0.88 1.72 2.18 0.73
C -0.53 2.21 1.23 -0.46
C 0.89 -0.08 1.64 -0.38
C 0.31 -1.69 -1.37 -0.20
C -0.75 -0.64 -1.66 -0.19
H -0.25 0.29 -2.01 0.08
H 1.80 -0.55 1.84 0.00
H 0.15 -2.28 -0.44 0.06
H -1.41 -0.44 -0.86 0.04
H 1.30 -1.21 -1.28 0.06
H -1.36 -0.92 -2.50 0.05
H -0.53 1.55 0.33 0.02
H 0.88 -0.03 0.53 0.00
H -1.45 2.27 1.76 0.02
H 0.23 -2.58 -2.15 0.10
H 0.13 -0.74 2.02 0.04
H -0.27 3.14 0.76 0.02
```

***

Molecular formula: C4H12S
Method: DFT, the ωB97M-V functional and the def2-TZVPD basis

For the relative energy (zero: lowest compared OMol25 entry of this formula, charge and spin), the calculation gives 9.4 kcal per mole. As for the SMILES: CCC.CS. For the maximum force, the calculation gives 2.20 eV/Å.

XYZ file:
```
17
Properties=species:S:1:pos:R:3:lowdin_charge:R:1
S -3.78 0.33 -6.37 0.59
C 0.74 -1.22 2.65 -0.15
C -3.39 1.88 -5.40 -0.45
C 3.09 -0.31 2.93 -0.13
C 1.79 -0.68 3.62 -0.32
H 1.33 0.29 3.87 0.10
H 1.86 -1.36 4.46 0.10
H -2.86 1.47 -4.56 0.01
H -0.18 -1.58 3.10 0.06
H 3.64 -1.18 2.56 0.07
H 3.76 0.23 3.60 0.06
H -3.30 -0.45 -5.41 -0.18
H 2.86 0.33 2.08 0.07
H 1.13 -2.09 2.11 0.07
H 0.38 -0.57 1.85 0.07
H -2.78 2.55 -5.99 0.01
H -4.31 2.37 -5.09 0.02
```